Entry 1:
DFT (ωB97M-V/def2-TZVPD) results for a molecular structure, C33H46BrIrN3P2Se in a non-equilibrium geometry.

Each line ends with the Mulliken spin population.
Atoms and positions in Å:
Ir1 1.22158 0.58531 -0.70188  1.598
Br1 3.21969 -0.66335 -4.02287  0.113
Se1 2.77979 0.24303 1.31970  0.395
P1 -0.35877 0.70842 0.93976  0.080
P2 1.10487 2.62790 -1.68024  0.076
N1 -7.56500 -1.46602 -0.15257  0.792
N2 1.75000 -2.30684 2.47047  0.015
N3 3.53331 -2.45704 1.19914  0.042
C1 -1.89071 1.41514 0.20998  0.084
C2 -5.61130 -0.57494 -1.25371  0.099
C3 -0.77041 -1.67811 -1.68678  0.149
C4 -2.12635 -1.63954 -1.17766  0.001
C5 0.16069 3.88707 -0.72165  0.047
C6 2.04821 -4.43666 3.73571  -0.008
C7 -0.98527 -0.89049 1.66016  0.017
C8 -4.76132 -1.53207 -0.65069  0.024
C9 3.07880 -5.34534 4.01376  0.012
C10 4.14579 -5.53177 3.11455  0.009
C11 -1.53607 -0.86419 3.07132  0.006
C12 -6.99198 -0.58592 -0.96726  0.010
C13 0.64836 -1.94248 -3.63311  0.176
C14 -3.31608 -1.55439 -0.86646  0.120
C15 3.33761 -3.71378 1.78879  0.021
C16 2.80217 3.19552 -2.04204  0.035
C17 1.66398 -1.22842 -3.03675  0.269
C18 1.75462 -1.07331 -1.61523  0.421
C19 0.49539 -1.37186 -0.91362  0.114
C20 -0.82437 2.46377 3.13776  0.011
C21 0.06835 2.26905 -3.12933  0.000
C22 4.27447 -4.74380 1.95052  -0.002
C23 4.81698 -2.01215 0.73835  0.012
C24 3.07305 3.74747 -3.42564  0.028
C25 -0.57487 -2.11749 -2.96852  -0.049
C26 -3.18452 1.13664 0.94843  0.017
C27 2.24457 -3.61249 2.62830  0.020
C28 -0.35126 3.47453 -3.95980  0.039
C29 2.59298 -1.59647 1.66227  -0.019
C30 -5.39731 -2.46683 0.20612  0.102
C31 -6.78849 -2.38695 0.41849  0.007
C32 0.24580 1.73379 2.35165  0.027
C33 0.62294 5.33121 -0.82445  0.015
H1 -0.87642 3.80757 -1.08334  0.003
H2 -0.82777 1.75025 -2.75267  -0.010
H3 0.96353 2.45763 1.94424  0.022
H4 -7.30795 -3.09112 1.07650  0.024
H5 0.49853 4.06993 -4.31475  -0.002
H6 3.03120 3.93231 -1.25854  0.008
H7 -0.83960 -0.41470 3.78062  0.000
H8 -0.36455 3.12895 3.88518  0.004
H9 5.43271 -2.88408 0.51417  0.001
H10 5.30963 -1.42900 1.51416  -0.003
H11 -1.72815 -1.26430 0.95353  -0.006
H12 -4.85549 -3.24512 0.72919  0.010
H13 -4.00507 1.68955 0.47624  0.001
H14 4.90352 -6.31023 3.33267  0.000
H15 -1.47148 1.77700 3.68687  -0.001
H16 0.00918 5.90656 -0.11213  0.003
H17 3.43757 2.31903 -1.84763  0.018
H18 -0.89493 3.09663 -4.83634  -0.001
H19 -1.40870 -2.60597 -3.49678  0.002
H20 -7.67342 0.14662 -1.41377  0.024
H21 0.48859 -1.88360 0.04790  0.112
H22 2.80459 -0.86062 -1.17598  -0.136
H23 1.13417 -4.34478 4.34443  0.000
H24 3.09637 -5.90684 4.95541  0.001
H25 0.45107 5.74380 -1.82930  -0.002
H26 0.84381 1.09658 3.02070  0.010
H27 4.72437 -1.39075 -0.15249  -0.007
H28 -3.15841 1.42291 2.00034  0.000
H29 -1.44271 3.09313 2.49355  0.000
H30 -5.24518 0.18991 -1.93130  0.009
H31 1.07173 -1.85942 3.10429  -0.004
H32 2.61733 4.72997 -3.57317  -0.001
H33 -0.17438 -1.62874 1.61114  0.001
H34 2.74101 3.07866 -4.22363  0.002
H35 -1.75938 2.49614 0.07079  0.003
H36 1.67806 5.44860 -0.54525  0.001
H37 -1.74849 -1.88027 3.42499  0.001
H38 -3.44526 0.08213 0.86440  -0.003
H39 0.77763 -2.32714 -4.63309  0.001
H40 -1.93363 0.96772 -0.80092  -0.008
H41 -2.48184 -0.32718 3.12851  -0.001
H42 0.17232 3.56444 0.33312  0.002
H43 -1.03402 4.13457 -3.41008  -0.001
H44 4.15469 3.86429 -3.52683  0.002
H45 5.05500 -4.89202 1.20224  0.000
H46 0.63028 1.52483 -3.71217  -0.002

Relative energy (zero: lowest compared OMol25 entry of this formula, charge and spin) = 59.24 kJ/mol
Largest force on an atom = 4.91 eV/A
M = 897.781 g/mol
2S+1 = 6
Total charge = +4
⟨S²⟩ = 8.801
HOMO energy (spin up / spin down) = -17.76 / -18.19 eV
DFT total energy = -7210.11297 Ha
Gap between HOMO and LUMO (spin up / spin down) = 6.2 / 3.7 eV

---

Entry 2:
DFT (ωB97M-V/def2-TZVPD) results for a single C5H8N2O molecule in a non-equilibrium geometry.

Each line ends with the Löwdin charge.
Atoms and positions in Å:
O1 -3.39762 0.33025 -0.16697  0.025
N1 -1.27793 0.07586 0.35654  -0.119
N2 -2.44207 -0.31208 -0.43747  0.001
C1 1.59440 0.22346 -0.17905  -0.181
C2 -0.59507 1.32082 0.09389  -0.060
C3 -0.46016 -1.09217 0.52078  -0.115
C4 0.70380 1.37601 -0.10860  -0.080
C5 0.79774 -1.00932 -0.41600  -0.120
H1 -0.16576 -1.01480 1.46045  0.092
H2 1.49394 -1.78869 -0.30206  0.109
H3 -0.89732 -1.81637 0.14116  0.035
H4 2.12595 0.16154 0.84046  0.164
H5 0.41104 -1.08270 -1.27307  0.047
H6 -1.40915 1.96091 0.24566  0.094
H7 2.30271 0.38237 -0.72657  0.016
H8 1.21549 2.28490 -0.04912  0.092

Relative energy (zero: lowest compared OMol25 entry of this formula, charge and spin) = 628.44 kJ/mol
Largest force on an atom = 10.58 eV/A
SMILES string = O=NN1C=CCCC1
M = 112.132 g/mol
2S+1 = 1
Total charge = 0
HOMO energy = -8.45 eV
DFT total energy = -379.84882 Ha
Gap between HOMO and LUMO = 8.7 eV